# 1
The following is a quantum chemistry calculation of C9H12 in the gas phase, from the Open Molecules 2025 dataset.

The geometry in XYZ format:
```
21
Properties=species:S:1:pos:R:3:forces:R:3
C -3.04454 -1.33095 0.62919 1.9177 0.9526 -3.2767
C -2.72452 -0.48164 -0.61963 0.9465 -6.6592 2.9949
C -1.74042 0.56732 -0.40893 2.9448 0.7931 0.1574
C -2.07420 1.73062 0.05625 -1.5978 5.5670 3.2635
C -0.14169 0.53914 -0.41269 -1.3781 -1.1360 2.1498
C 0.59779 -0.59607 -0.63324 -6.4125 0.9441 -0.0588
C 1.99332 -0.54959 -0.58928 2.5267 0.5983 -1.3455
C 2.77278 0.65199 -0.02851 -0.9874 6.9854 -0.9154
C 2.92344 -0.59909 0.51246 2.6606 -3.9483 5.3542
H -3.24183 -2.48256 0.38238 -0.1748 2.8442 0.7411
H -2.80568 -1.07131 1.82457 -0.8000 -0.2645 -3.7727
H -2.59116 -1.14997 -1.64876 -0.9580 1.8185 2.7271
H -1.38840 2.55390 0.63400 -0.9904 -2.2844 -2.0256
H -3.09572 2.17085 0.20600 0.5743 -1.2187 -0.4636
H 0.18006 1.51422 0.26286 -0.2427 -2.6983 -2.6000
H -0.12590 -1.54114 -0.99761 2.6034 2.3466 0.8997
H 2.35801 -1.05514 -1.42521 1.1370 -0.3690 -1.5538
H 2.17721 1.37461 0.56657 -0.5548 -1.1447 -0.1189
H 3.48952 1.53683 -0.30855 -0.3444 -2.8452 -0.8789
H 3.95536 -1.01865 0.45403 -1.1133 -0.3452 -0.4535
H 2.52656 -0.76336 1.54408 0.2433 0.0638 -0.8243
```
Positions in Å, forces in eV/Å.

SMILES: C=CC(=C)/C=C/C1CC1
Energy above the lowest of the compared OMol25 structures with the same formula, charge and spin: 750.0 kJ/mol
Multiplicity: 1
E_tot: -9519.0660 eV
Total charge: 0

=====

# 2
The following is a quantum chemistry calculation of 3 unconnected molecules or ions with the total composition C3H11NO3, from the Open Molecules 2025 dataset.

The geometry in XYZ format:
```
18
Properties=species:S:1:pos:R:3:forces:R:3
C -0.02381 -0.99983 0.13012 6.0692 -0.8621 -2.8142
C -1.43927 -1.09884 0.34960 -3.1769 -1.3501 -0.0352
C -2.03018 -0.24906 1.40033 0.7168 0.5862 3.9154
O -1.86690 0.94909 1.45819 -0.7684 -1.1336 -0.2338
N 0.98264 -1.11890 1.28898 0.4657 1.2445 -3.5791
H 0.32266 -0.12609 -0.54216 -0.8661 -0.9192 1.4168
H 0.16425 -1.94316 -0.61005 -0.1366 1.9733 1.4656
H -1.57404 -2.18577 0.65073 -0.6987 1.2015 -0.5955
H -2.04533 -0.77298 -0.56947 1.0620 -1.0561 0.8365
H -2.42995 -0.86101 2.41209 0.3111 1.3793 -2.3209
H 1.99878 -0.78143 1.10984 -3.0854 -0.8890 0.8724
H 0.63513 -1.39354 2.16210 0.0727 -0.1429 1.1682
H 0.17686 2.92858 -1.64675 -0.0802 0.3345 0.2791
H 0.05942 1.53317 -2.20840 -1.2612 1.2053 0.6877
O -0.49948 2.26737 -1.81105 1.2540 -1.5389 -1.0062
H 2.28741 0.46666 -1.12211 0.8907 2.4490 0.1251
H 2.59500 2.01813 -1.58382 -0.0881 -0.8084 0.1218
O 2.68682 1.36760 -0.86815 -0.6807 -1.6733 -0.3036
```
Positions in Å, forces in eV/Å.

SMILES: NCCC=O.O.O
Energy above the lowest of the compared OMol25 structures with the same formula, charge and spin: 353.2 kJ/mol
Multiplicity: 1
E_tot: -10919.3453 eV
Total charge: 0

=====

# 3
The following is a quantum chemistry calculation of C6H11ClN2 in the gas phase, from the Open Molecules 2025 dataset.

The geometry in XYZ format:
```
20
Properties=species:S:1:pos:R:3:forces:R:3
C 0.63916 -1.07605 -0.35869 0.2916 0.2377 0.0208
C 0.95443 0.43932 -0.40086 -0.0298 -0.1516 -0.2448
C -1.51395 -0.66330 0.36085 1.5218 2.0548 -0.2417
C 1.72686 -2.02736 -0.69720 0.0045 -0.2192 -0.0636
C -1.93799 -0.50036 1.78130 -0.1128 -0.0027 0.1531
C -0.73930 2.10622 -0.69793 0.2202 0.3239 -0.1434
N -0.50063 -1.46807 -0.00775 -0.3402 -0.4797 0.1073
N -0.04798 1.21545 0.17285 -1.5792 -1.7274 0.7784
Cl -2.75512 -0.46361 -0.82134 -0.0847 0.0291 -0.0817
H 1.89579 0.52942 0.15562 0.1801 -0.0537 -0.0956
H 1.15953 0.66184 -1.46920 0.0766 -0.0528 0.1678
H 2.18487 -1.75853 -1.64826 0.0566 0.0525 -0.0181
H 1.34203 -3.04168 -0.75258 0.0394 -0.0258 0.0065
H 2.49829 -1.97529 0.07139 0.0624 -0.0019 -0.0045
H -1.39654 -1.19825 2.41468 0.0387 -0.0524 0.0230
H -3.00964 -0.66178 1.88304 -0.0014 -0.1156 0.0486
H -1.70978 0.51296 2.11389 0.0217 -0.0368 -0.1015
H -0.68988 1.81473 -1.75900 -0.1499 0.0321 -0.0323
H -1.78477 2.18428 -0.39411 -0.0833 0.0985 -0.1059
H -0.29901 3.10814 -0.60295 -0.1323 0.0909 -0.1724
```
Positions in Å, forces in eV/Å.

Energy above the lowest of the compared OMol25 structures with the same formula, charge and spin: 200.2 kJ/mol
Multiplicity: 1
E_tot: -21900.4142 eV
Total charge: 0

=====

# 4
The following is a quantum chemistry calculation of a gas-phase ion, C3H3ClN2O3P (charge -1), from the Open Molecules 2025 dataset.

The geometry in XYZ format:
```
13
Properties=species:S:1:pos:R:3:forces:R:3
C -0.45865 -1.15593 -0.11448 2.0132 -9.5357 1.4289
C 0.16012 0.04812 -0.31616 1.4962 6.3227 -0.2773
C -1.90607 0.35042 -0.29997 -3.5879 1.7264 -0.8427
N -1.78612 -0.97875 -0.06716 -2.5769 -1.3551 -0.1726
N -0.82644 0.99856 -0.36957 4.0054 1.6940 -0.4612
O 1.93986 1.48466 0.98854 -0.0322 2.3181 -2.1623
O 2.72906 -0.74778 0.06620 -1.0043 0.7452 0.2894
O 2.30646 1.21405 -1.53494 -0.1576 0.9416 -0.6428
P 1.96472 0.50784 -0.30002 0.3617 -2.2395 -0.3269
Cl -3.53372 0.94231 -0.22181 0.4932 0.2363 0.0480
H 0.06045 -2.17850 0.22231 -1.2876 2.7340 -0.8180
H -2.62944 -1.35363 0.29030 -0.0103 -1.6473 0.9688
H 1.97976 0.86863 1.65677 0.2870 -1.9406 2.9687
```
Positions in Å, forces in eV/Å.

Energy above the lowest of the compared OMol25 structures with the same formula, charge and spin: 28.5 kJ/mol
Multiplicity: 3
E_tot: -34092.9183 eV
Total charge: -1

=====

# 5
The following is a quantum chemistry calculation of 2 unconnected molecules or ions with the total composition C6H14N2, from the Open Molecules 2025 dataset.

The geometry in XYZ format:
```
22
Properties=species:S:1:pos:R:3:forces:R:3
C -0.03837 -3.70950 0.78947 -1.3565 -3.2683 -1.0152
C 0.93469 -1.41063 0.93578 -1.5684 -2.7048 -1.1823
C -1.44650 -3.95893 0.19433 0.2733 -2.2058 0.7844
C -0.55003 1.54116 0.78181 -1.7706 -0.2820 1.2782
C 1.17968 3.89369 -1.03124 2.3427 -1.0362 0.6600
C 0.12508 1.62652 -0.30693 2.5514 -0.7603 -0.8744
N 0.42119 -2.44505 0.78583 2.7071 6.5503 0.5854
N 0.05746 2.84973 -1.08715 -0.4369 1.9591 0.5172
H -0.09610 -3.93194 1.81188 0.1932 -0.8506 1.6704
H 1.35592 -0.40500 0.84930 -0.0739 -0.8096 0.4830
H -1.57783 -5.02399 -0.18098 0.6202 1.0950 0.8726
H -2.23064 -3.80296 0.94184 0.1902 0.3455 -0.3622
H -1.53456 -3.41981 -0.68259 -0.6497 1.5251 -1.6281
H -1.15098 2.41336 0.87378 -0.9835 0.3008 1.1556
H -0.68503 0.69695 1.47690 0.3645 0.7161 -0.4480
H 0.75183 -4.30343 0.32085 -0.1540 -0.1798 0.0112
H 2.02178 3.53207 -1.69551 -1.2920 0.8900 0.2318
H 0.68809 4.83002 -1.23323 0.3386 0.3324 -0.6787
H 1.70905 4.00634 -0.04175 -1.2397 -0.5513 -0.5911
H 0.92289 0.92239 -0.57529 -0.4867 0.5276 -0.7042
H -0.77964 3.44326 -0.86736 0.4216 -1.1448 0.2438
H -0.07798 2.65576 -2.05972 0.0091 -0.4481 -1.0093
```
Positions in Å, forces in eV/Å.

Energy above the lowest of the compared OMol25 structures with the same formula, charge and spin: 291.9 kJ/mol
Multiplicity: 1
E_tot: -9409.0419 eV
Total charge: +2

=====

# 6
The following is a quantum chemistry calculation of 2 unconnected molecules or ions with the total composition C6H11NO5, from the Open Molecules 2025 dataset.

The geometry in XYZ format:
```
23
Properties=species:S:1:pos:R:3:forces:R:3
N -2.63158 -0.07235 -1.88507 -0.2426 -0.4434 -3.6706
O -2.10599 0.92485 -2.39587 -1.9271 -3.3437 1.4996
O -3.14612 -1.09792 -2.39219 1.8938 3.7544 1.8719
C 1.97266 2.30726 -1.79393 -0.2697 -0.2441 0.0711
C 0.81328 1.40136 -1.39159 -0.3386 -0.4257 0.0393
C 1.03985 0.72364 -0.03829 -0.2970 0.7194 0.2507
C -0.24745 -0.10529 0.37008 4.0448 -2.2335 -0.3859
O -1.31406 0.51465 0.29019 -2.1826 1.2211 0.5118
O 0.08607 -0.78372 1.69823 -1.3068 0.4873 -1.5189
C -0.68402 -1.89107 1.78725 0.5620 -0.3616 1.5055
O -1.31183 -2.37947 0.88774 -0.1634 0.0558 -0.3082
C -0.63831 -2.46980 3.18976 -0.2556 -0.0255 -0.6948
H 1.75408 2.78567 -2.74869 0.1116 0.0335 0.0206
H 2.12015 3.08285 -1.03992 0.0853 0.0122 -0.0666
H 2.89260 1.72725 -1.89275 0.0347 0.1204 -0.0074
H -0.13480 1.95626 -1.34464 0.4074 -0.0461 -0.0449
H 0.65115 0.60604 -2.14130 0.1335 0.3382 0.0890
H 1.94537 0.10258 -0.04349 -0.4531 -0.0769 0.1265
H 1.15419 1.50081 0.73986 0.0418 -0.3760 -0.1941
H -0.25482 -0.99961 -0.36363 -0.1150 0.8329 0.4917
H 0.26033 -2.15290 3.70056 0.0566 0.0388 0.2049
H -1.53295 -2.13044 3.71827 0.1613 0.0111 0.0428
H -0.68780 -3.55065 3.08944 0.0187 -0.0487 0.1660
```
Positions in Å, forces in eV/Å.

Energy above the lowest of the compared OMol25 structures with the same formula, charge and spin: 233.0 kJ/mol
Multiplicity: 1
E_tot: -18122.2037 eV
Total charge: 0

=====

# 7
The following is a quantum chemistry calculation of a molecular structure, C3H7NP2, from the Open Molecules 2025 dataset.

The geometry in XYZ format:
```
13
Properties=species:S:1:pos:R:3:forces:R:3
C -0.74604 -0.66583 0.00589 3.1041 -0.1027 2.7668
C -1.10062 -1.11692 -1.28335 -0.4823 -0.3557 -1.3048
C -1.14827 0.66139 0.50968 1.9761 -0.3986 1.5827
N 2.28269 -0.03498 0.79033 0.1718 0.4255 0.1979
P 3.55563 0.90862 0.88146 -0.3992 2.3215 1.0703
P 1.53524 -1.33759 0.53642 -2.9330 -0.8204 -0.8460
H -0.35173 -1.76630 -1.77503 -0.9213 -0.2330 0.4141
H -1.32591 -0.31910 -1.96003 0.2129 1.0400 -0.7956
H -2.13717 -1.45607 -1.14968 0.0632 -0.9976 -0.1692
H -1.93250 1.11075 -0.04459 -0.8447 0.6441 -0.5454
H -0.13921 1.16625 0.23560 -1.4903 -0.0194 0.7403
H -1.34030 0.72452 1.66370 0.5809 -0.0925 -2.2222
H 2.84818 2.12526 1.58960 0.9618 -1.4111 -0.8888
```
Positions in Å, forces in eV/Å.

Energy above the lowest of the compared OMol25 structures with the same formula, charge and spin: 382.8 kJ/mol
Multiplicity: 1
E_tot: -23286.7066 eV
Total charge: 0

=====

# 8
The following is a quantum chemistry calculation of a molecular structure, C6H10MgO6, from the Open Molecules 2025 dataset.

The geometry in XYZ format:
```
23
Properties=species:S:1:pos:R:3:forces:R:3
O -2.62043 0.33916 0.51462 0.2514 1.1023 -0.4068
C -2.15978 0.92156 -0.41718 0.2104 -2.4413 1.3341
O -0.92703 1.40722 -0.58631 0.0165 0.9156 -0.7106
C -0.04668 1.49982 0.56925 0.2873 0.0003 0.9123
C 1.40334 1.39784 0.14955 0.0589 0.1470 0.0501
C 1.83814 0.15481 -0.64598 0.2012 -0.0757 -0.0716
C 1.01830 -1.10778 -0.47617 -0.1957 -0.3895 -0.0744
O 0.91756 -1.44735 0.91441 0.6039 0.7967 -0.0339
C 0.00909 -2.34983 1.24205 -0.8193 -0.8897 -0.2503
O -0.70920 -2.94518 0.47556 0.2455 0.3436 0.0655
O 0.00756 -2.49195 2.56158 0.2465 0.2107 0.3128
H -0.33840 0.69846 1.25516 0.0562 0.1639 -0.1906
H -0.24659 2.46985 1.03836 0.0275 -0.2471 -0.0585
H 1.95968 1.44893 1.09598 -0.1270 -0.0129 -0.2105
H 1.68564 2.29766 -0.41473 -0.0088 -0.1366 0.1622
H 2.89027 -0.05749 -0.40875 -0.2884 0.0785 -0.0852
H 1.81276 0.37296 -1.72382 0.0537 -0.0388 0.1719
H 1.49498 -1.94227 -1.00700 -0.1731 0.2022 0.0726
H 0.00455 -0.99291 -0.87866 0.1302 -0.0981 0.0579
H -0.64103 -3.16268 2.80956 -0.0649 -0.0611 -0.1623
Mg -1.12463 2.09693 -2.75066 -0.0244 -0.1547 0.2082
O -2.69694 0.95714 -1.64652 -1.1269 0.1762 -1.1080
H -3.53115 0.43509 -1.67030 0.4393 0.4085 0.0151
```
Positions in Å, forces in eV/Å.

Multiplicity: 2
E_tot: -24107.8446 eV
Total charge: +1